{
  "formula": "C40H53I2N7PbS3Si4Te",
  "method": "the ωB97M-V functional and the def2-TZVPD basis",
  "elements": ["Pb", "C", "C", "N", "C", "C", "C", "C", "C", "C", "C", "N", "C", "C", "C", "C", "C", "C", "C", "C", "N", "C", "H", "H", "H", "H", "H", "H", "H", "H", "H", "H", "H", "H", "C", "C", "N", "C", "C", "S", "C", "C", "S", "C", "N", "C", "H", "H", "H", "H", "H", "H", "H", "H", "I", "C", "I", "H", "H", "C", "Si", "C", "C", "Si", "Te", "Si", "C", "C", "C", "Si", "C", "C", "C", "H", "H", "H", "H", "H", "H", "H", "H", "H", "H", "H", "H", "H", "H", "H", "H", "H", "H", "H", "H", "H", "H", "H", "H", "H", "H", "H", "S", "C", "N", "C", "C", "C", "N", "H", "H", "H", "H"],
  "xyz": [[0.1210, 0.5873, -0.6450], [1.2069, 3.3343, -4.3214], [1.2167, 2.6493, -3.0973], [0.1373, 2.1137, -2.5783], [-1.0685, 2.2831, -3.1819], [-1.1693, 2.9454, -4.4264], [0.0239, 3.4466, -4.9928], [-2.4312, 3.1449, -5.0234], [-3.5451, 2.7482, -4.3350], [-3.4669, 2.1267, -3.0837], [-2.2466, 1.8456, -2.4705], [-2.0616, 1.2976, -1.2467], [-3.1193, 0.8706, -0.4667], [-4.1217, 0.0330, -0.9138], [-5.1708, -0.3794, -0.0737], [-5.2326, 0.0335, 1.2279], [-4.2071, 0.8579, 1.7461], [-4.2165, 1.3257, 3.0786], [-3.2043, 2.1227, 3.5173], [-2.1616, 2.4344, 2.6181], [-2.1135, 2.0273, 1.3800], [-3.1358, 1.2630, 0.9153], [2.1258, 3.7460, -4.7128], [2.1353, 2.5178, -2.5430], [-0.0239, 3.9440, -5.9532], [-2.4996, 3.6335, -5.9847], [-4.5245, 2.9294, -4.7596], [-4.3809, 1.8759, -2.5696], [-4.0949, -0.3015, -1.9418], [-5.9388, -1.0289, -0.4742], [-6.0581, -0.2434, 1.8709], [-5.0336, 1.0437, 3.7312], [-3.1849, 2.5115, 4.5246], [-1.3343, 3.0473, 2.9562], [1.4426, 3.0921, 2.4495], [2.5896, 2.3451, 1.8641], [2.5990, 1.8834, 0.6559], [3.7773, 1.2428, 0.3714], [4.6886, 1.2318, 1.3828], [4.0495, 2.0441, 2.7413], [3.9505, 0.6702, -0.9630], [5.1464, 0.4624, -1.5758], [4.8944, -0.1117, -3.1615], [3.1902, -0.0277, -2.9112], [2.8479, 0.3768, -1.7270], [2.2447, -0.3513, -4.0102], [0.5857, 2.9755, 1.7888], [1.6791, 4.1531, 2.5410], [1.1893, 2.7101, 3.4380], [5.6549, 0.7643, 1.4093], [6.1306, 0.6463, -1.1874], [1.9644, 0.5598, -4.5435], [1.3352, -0.7967, -3.6045], [2.6981, -1.0345, -4.7216], [2.4984, -1.8328, 2.6380], [0.9873, -1.9756, 4.1145], [-0.2626, -0.2683, 4.2136], [1.4622, -2.1059, 5.0779], [0.3567, -2.8117, 3.8349], [3.2556, -3.9306, -3.8655], [2.0212, -4.6358, -2.6243], [2.0039, -6.4996, -2.9182], [2.6415, -4.2708, -0.8880], [-0.1701, -3.8745, -2.9043], [-1.0472, -1.7040, -1.9959], [-0.8060, -3.8031, -5.1574], [-0.2997, -5.3788, -6.0657], [-0.0963, -2.3530, -6.1250], [-2.6804, -3.6396, -5.2323], [-1.5508, -5.4553, -1.8355], [-3.2243, -4.7061, -1.4167], [-0.7806, -6.0832, -0.2384], [-1.8300, -6.9477, -2.9592], [4.1203, -4.5913, -3.9476], [3.6165, -2.9536, -3.5465], [2.8210, -3.8274, -4.8600], [3.0266, -6.8808, -2.9146], [1.5588, -6.7469, -3.8818], [1.4440, -7.0309, -2.1517], [3.5620, -4.8152, -0.6717], [1.9005, -4.5415, -0.1369], [2.8390, -3.2043, -0.7703], [0.7846, -5.4608, -6.1414], [-0.7050, -5.3831, -7.0780], [-0.6626, -6.2686, -5.5559], [0.9894, -2.3832, -6.1921], [-0.3874, -1.4034, -5.6776], [-0.4936, -2.3843, -7.1415], [-3.1808, -4.5133, -4.8161], [-3.0146, -3.5182, -6.2639], [-3.0019, -2.7672, -4.6636], [-3.0990, -3.9139, -0.6786], [-3.8885, -5.4694, -1.0061], [-3.7023, -4.2643, -2.2897], [-0.6421, -5.2736, 0.4770], [0.1889, -6.5475, -0.4087], [-1.4313, -6.8307, 0.2198], [-2.4715, -6.7022, -3.8045], [-2.3056, -7.7542, -2.3997], [-0.8914, -7.3297, -3.3561], [-1.0522, -2.9861, 1.5633], [-2.4250, -3.6231, 2.2176], [-3.6264, -2.9601, 2.0174], [-4.7978, -3.3619, 2.5424], [-4.8397, -4.4952, 3.2875], [-3.6095, -5.1853, 3.4249], [-2.4735, -4.7936, 2.9231], [-3.5831, -2.1224, 1.4463], [-5.6590, -2.7435, 2.3284], [-5.7544, -4.8533, 3.7288], [-3.5798, -6.1185, 3.9762]],
  "multiplicity": 1,
  "homo_energy_ha": -0.2356,
  "e_above_lowest_kcal_mol": 4.01,
  "gap_ev": 6.44
}


{
  "formula": "C4H10N2O2S",
  "method": "the ωB97M-V functional and the def2-TZVPD basis",
  "elements": ["C", "C", "C", "C", "N", "N", "O", "O", "S", "H", "H", "H", "H", "H", "H", "H", "H", "H", "H"],
  "xyz": [[-0.6818, 0.1660, -0.9012], [0.0037, 1.5611, -1.0105], [0.3630, -0.8662, -0.9699], [0.5681, -0.5000, 2.1923], [0.6751, 1.8550, 0.1120], [-1.4687, 0.0060, 0.2905], [-1.2821, 1.1021, 2.5705], [-1.1942, 2.4499, -1.0920], [-0.4897, 0.7377, 1.4638], [-1.4293, -0.0152, -1.6821], [0.6358, 1.4395, -1.9386], [1.2405, -0.5816, -0.2496], [0.7931, -0.8411, -1.9267], [-0.0753, -1.7783, -0.7843], [1.4691, 0.1089, 2.1981], [-0.1015, -0.7531, 3.1086], [0.7757, -1.4370, 1.6064], [-2.3241, 0.4506, 0.1637], [-0.8747, 3.4185, -0.8463]],
  "multiplicity": 1,
  "homo_energy_ha": -0.3055,
  "e_above_lowest_kcal_mol": 104.39,
  "gap_ev": 8.62
}


{
  "formula": "C3H4NOS2",
  "method": "the ωB97M-V functional and the def2-TZVPD basis",
  "elements": ["C", "C", "C", "N", "O", "S", "S", "H", "H", "H", "H"],
  "xyz": [[1.0337, -0.8527, -0.4260], [-0.3912, -0.4335, -0.7999], [0.5880, 1.5317, 0.4731], [-1.0793, -0.8259, 0.3948], [1.6791, -1.7043, -0.7824], [1.6825, 0.3566, 0.9858], [-0.4890, 1.3783, -0.7773], [-0.9017, -0.9937, -1.5812], [0.6315, 2.6390, 0.8723], [-2.0503, -0.4840, 0.3588], [-0.7035, -0.6113, 1.2821]],
  "multiplicity": 1,
  "homo_energy_ha": -0.5348,
  "e_above_lowest_kcal_mol": 14.32,
  "gap_ev": 8.20,
  "total_charge": 1
}


{
  "formula": "C5H15NO",
  "method": "the ωB97M-V functional and the def2-TZVPD basis",
  "elements": ["C", "C", "C", "C", "C", "N", "H", "H", "H", "H", "H", "H", "H", "H", "H", "H", "H", "H", "H", "O", "H", "H"],
  "xyz": [[1.3199, 1.8268, 0.4493], [0.4439, 0.5932, 0.8880], [1.1766, -0.1933, 1.9790], [0.0465, -0.3512, -0.2760], [-1.3236, -1.0207, 0.1033], [1.1115, -1.3140, -0.5943], [1.4080, 1.9779, -0.6259], [2.3732, 1.7142, 0.7596], [0.9364, 2.7816, 0.7963], [-0.4826, 1.0726, 1.2134], [0.5275, -0.9802, 2.3784], [2.0792, -0.5943, 1.5255], [1.4471, 0.4683, 2.8045], [-0.1740, 0.1923, -1.1918], [-2.0160, -0.1846, 0.2149], [-1.6993, -1.6154, -0.7144], [-1.2270, -1.5595, 1.0468], [1.1957, -1.9111, 0.2158], [1.0268, -1.8399, -1.4484], [-2.2144, 0.4163, -2.1952], [-2.3238, 1.3711, -2.0054], [-3.1413, 0.1693, -2.0747]],
  "multiplicity": 1,
  "homo_energy_ha": -0.3201,
  "e_above_lowest_kcal_mol": 20.07,
  "gap_ev": 9.40
}


{
  "formula": "C5H6N2",
  "method": "the ωB97M-V functional and the def2-TZVPD basis",
  "elements": ["H", "N", "C", "N", "C", "C", "C", "C", "H", "H", "H", "H", "H"],
  "xyz": [[-0.2670, -2.6318, -0.8404], [-0.8407, -1.9308, -0.0502], [-0.2149, -0.8509, -0.0670], [1.1784, -0.7573, -0.6188], [1.5320, 0.4761, -0.7165], [0.5663, 1.4162, -0.2687], [-0.3237, 0.5596, 0.3494], [-1.5495, 0.9378, 1.1406], [2.5869, 0.4873, -1.2614], [0.7594, 2.4173, -0.0429], [-1.5344, 2.0207, 1.2683], [-1.3162, 0.5611, 2.2119], [-2.6536, 0.7296, 0.7205]],
  "multiplicity": 1,
  "homo_energy_ha": -0.3439,
  "e_above_lowest_kcal_mol": 78.54,
  "gap_ev": 8.46
}


{
  "formula": "C2H6NO2P",
  "method": "the ωB97M-V functional and the def2-TZVPD basis",
  "elements": ["C", "C", "N", "O", "O", "P", "H", "H", "H", "H", "H", "H"],
  "xyz": [[-1.8889, -0.7664, 0.2813], [2.3540, 0.0359, 0.2299], [-2.5299, -0.6071, -0.9337], [-1.8351, -1.7860, 0.9654], [-1.7963, 2.0070, -0.1911], [-1.0658, 0.9329, 0.5962], [2.7341, 1.0140, 0.6717], [1.6958, -0.6984, 0.7275], [2.1299, 0.1709, -0.8893], [-3.1024, -1.2485, -1.4476], [-2.4238, 0.2790, -1.4378], [-1.2835, 0.9700, 1.9648]],
  "multiplicity": 1,
  "homo_energy_ha": [-0.3454, -0.3447],
  "e_above_lowest_kcal_mol": 88.09,
  "gap_ev": [7.32, 9.12]
}


{
  "formula": "C6H12S5",
  "method": "the ωB97M-V functional and the def2-TZVPD basis",
  "elements": ["C", "C", "C", "C", "C", "C", "S", "S", "S", "S", "S", "H", "H", "H", "H", "H", "H", "H", "H", "H", "H", "H", "H"],
  "xyz": [[-0.4695, -0.6726, 1.3329], [-0.4012, -3.2787, 2.4244], [-0.2809, -1.6186, -2.5016], [1.8078, 1.2624, -2.3231], [0.1999, 3.0600, 0.5756], [-0.3960, 0.6203, -0.7238], [-1.3624, 0.1670, 2.3698], [0.2227, -2.1805, 1.1113], [-1.4191, -0.4120, -1.7884], [1.2986, 0.4902, -0.8014], [-1.2222, 1.9530, -0.0058], [-1.0696, -3.9712, 2.0143], [-0.9481, -2.6551, 3.2017], [0.3884, -3.8160, 2.9545], [-0.7538, -2.5911, -2.4960], [0.5789, -1.7224, -1.8645], [0.0700, -1.4442, -3.5305], [2.8903, 1.0995, -2.2174], [1.3536, 2.2222, -2.2179], [1.5084, 0.5832, -3.2305], [0.5845, 3.8272, -0.1092], [1.0901, 2.5377, 0.9365], [-0.0798, 3.4846, 1.4914]],
  "multiplicity": 1,
  "homo_energy_ha": [-0.2535, -0.2536],
  "e_above_lowest_kcal_mol": 0.00,
  "gap_ev": [6.93, 6.93]
}


{
  "formula": "C3H5N3O",
  "method": "the ωB97M-V functional and the def2-TZVPD basis",
  "elements": ["O", "C", "C", "N", "C", "N", "N", "H", "H", "H", "H", "H"],
  "xyz": [[-2.2687, 0.9392, -0.5201], [-1.6617, -0.0736, 0.2419], [-0.1606, -0.0802, 0.1409], [0.5866, -1.1668, 0.4909], [1.8161, -0.7549, 0.2743], [1.8021, 0.5083, -0.1829], [0.5350, 0.9612, -0.2735], [-1.9679, 0.8429, -1.4313], [-2.0246, -1.0785, -0.0200], [-1.9513, 0.1106, 1.2823], [2.7259, -1.3207, 0.4299], [2.5692, 1.1126, -0.4324]],
  "multiplicity": 1,
  "homo_energy_ha": -0.3645,
  "e_above_lowest_kcal_mol": 27.08,
  "gap_ev": 10.77
}


{
  "formula": "C17H28NO2P2ReSe",
  "method": "the ωB97M-V functional and the def2-TZVPD basis",
  "elements": ["Re", "P", "C", "C", "N", "C", "C", "C", "C", "C", "P", "H", "H", "H", "H", "H", "H", "H", "H", "O", "H", "H", "O", "H", "C", "H", "H", "H", "C", "H", "H", "H", "C", "H", "H", "H", "C", "H", "H", "H", "Se", "C", "C", "C", "C", "C", "C", "H", "H", "H", "H", "H"],
  "xyz": [[-0.1585, -0.1746, -0.0549], [2.0973, -0.2993, -0.3019], [2.1592, -1.4726, -1.6931], [0.8229, -1.9611, -2.2052], [-0.2959, -1.4107, -1.6030], [-1.5563, -1.8457, -2.0102], [-1.7103, -2.8363, -3.0122], [-0.5818, -3.3955, -3.6321], [0.6894, -2.9398, -3.2220], [-2.7371, -1.1847, -1.3135], [-2.3258, 0.4040, -0.4605], [1.6094, -3.3461, -3.6738], [-2.7281, -3.1671, -3.2816], [-0.6805, -4.1682, -4.4159], [-3.5561, -0.9245, -1.9789], [-3.1951, -1.8359, -0.5643], [2.7280, -1.0249, -2.3884], [2.7790, -2.3106, -1.3182], [0.7277, 2.4252, -5.8093], [1.6018, 2.3675, -6.0510], [2.0933, 2.2027, -5.2206], [0.7051, 3.9085, 0.6036], [0.6104, 2.9493, 0.4001], [-0.0717, 2.7270, -0.3064], [-2.9396, 1.6715, -1.6115], [-3.8936, 1.3722, -2.0594], [-3.0732, 2.6238, -1.0856], [-2.2181, 1.8303, -2.4184], [-3.5503, 0.5478, 0.8928], [-3.4352, 1.5190, 1.3849], [-4.5865, 0.4686, 0.5475], [-3.3845, -0.2200, 1.6539], [2.9354, -1.2253, 1.0287], [3.8111, -1.7517, 0.6398], [3.2509, -0.5386, 1.8201], [2.2623, -1.9595, 1.4824], [3.3001, 1.0106, -0.6201], [3.6556, 1.4259, 0.3248], [4.1533, 0.6383, -1.1816], [2.8495, 1.8345, -1.1719], [-0.5085, -1.2212, 1.9695], [-0.0780, 0.0586, 3.3908], [1.1028, -0.2210, 4.0746], [1.3856, 0.5288, 5.2103], [0.4602, 1.4956, 5.6494], [-0.7626, 1.6806, 4.9849], [-1.0383, 0.9596, 3.8391], [1.7264, -1.0556, 3.7652], [2.3191, 0.3488, 5.7505], [0.7139, 2.1093, 6.5258], [-1.4896, 2.3727, 5.3808], [-1.9943, 1.0102, 3.3458]],
  "multiplicity": 4,
  "homo_energy_ha": [-0.6484, -0.6484],
  "e_above_lowest_kcal_mol": 0.00,
  "gap_ev": [5.42, 5.32],
  "total_charge": 3
}


{
  "formula": "C25H33N6O4P",
  "method": "the ωB97M-V functional and the def2-TZVPD basis",
  "elements": ["C", "C", "C", "O", "C", "N", "C", "O", "O", "P", "N", "O", "H", "H", "H", "H", "H", "H", "H", "H", "H", "H", "H", "H", "H", "C", "C", "C", "N", "C", "C", "H", "H", "H", "H", "H", "C", "C", "C", "N", "C", "C", "H", "H", "H", "H", "H", "C", "C", "C", "N", "C", "C", "H", "H", "H", "H", "H", "C", "C", "C", "N", "C", "C", "H", "H", "H", "H", "H"],
  "xyz": [[-2.1741, -8.0008, -3.1582], [-1.2182, -7.7070, -2.0057], [-1.2021, -6.1951, -1.7276], [-1.7137, -5.9276, -0.4326], [-2.1448, -4.5957, -0.3299], [-1.6940, -3.9770, 0.9433], [-1.6167, -2.5993, 0.7102], [-2.5613, -1.9251, 0.6337], [-0.3808, -2.1244, 0.5187], [-0.1632, -0.5734, 1.2013], [1.3474, -0.7526, 1.9730], [0.1096, 0.4248, -0.0618], [-1.8100, -7.5420, -4.0688], [-3.1256, -7.5326, -2.9342], [-2.2771, -9.0587, -3.3615], [-0.2274, -7.9938, -2.3257], [-1.5121, -8.2272, -1.1095], [-1.7834, -5.7195, -2.5086], [-0.1670, -5.8657, -1.7725], [-1.7261, -3.9769, -1.1141], [-3.2254, -4.5182, -0.3828], [-2.3880, -4.1283, 1.6598], [1.9059, 0.0910, 1.9326], [1.2081, -1.0677, 2.9199], [0.2237, 1.3169, 0.3002], [-7.1097, -2.8639, -3.1775], [-6.4632, -2.0037, -2.3059], [-5.4911, -2.5260, -1.4659], [-5.1462, -3.8122, -1.4489], [-5.7789, -4.6251, -2.2931], [-6.7622, -4.2049, -3.1746], [-7.8736, -2.4949, -3.8502], [-6.7049, -0.9501, -2.2767], [-4.9539, -1.8917, -0.7684], [-5.4760, -5.6668, -2.2539], [-7.2419, -4.9096, -3.8399], [3.6797, 4.6914, 3.4861], [3.2047, 5.0892, 2.2474], [2.5207, 4.1643, 1.4750], [2.2935, 2.9067, 1.8523], [2.7586, 2.5426, 3.0488], [3.4514, 3.3893, 3.8982], [4.2194, 5.3839, 4.1198], [3.3599, 6.0963, 1.8854], [2.1307, 4.4355, 0.4998], [2.5619, 1.5160, 3.3373], [3.8030, 3.0370, 4.8580], [-2.1955, 1.8431, -1.7431], [-3.1312, 2.8204, -2.0397], [-2.9922, 3.5223, -3.2281], [-2.0084, 3.3126, -4.1006], [-1.1183, 2.3687, -3.7967], [-1.1659, 1.6080, -2.6380], [-2.2680, 1.2697, -0.8272], [-3.9504, 3.0349, -1.3666], [-3.7023, 4.2950, -3.5035], [-0.3283, 2.2215, -4.5255], [-0.4193, 0.8525, -2.4415], [8.9666, 6.8588, 3.2826], [7.8588, 7.0020, 2.4648], [6.6040, 6.8096, 3.0202], [6.3992, 6.4913, 4.2975], [7.4776, 6.3565, 5.0677], [8.7757, 6.5295, 4.6137], [9.9645, 7.0013, 2.8881], [7.9634, 7.2571, 1.4193], [5.7093, 6.9137, 2.4159], [7.2820, 6.0954, 6.1020], [9.6134, 6.4087, 5.2864]],
  "multiplicity": 1,
  "homo_energy_ha": -0.3045,
  "gap_ev": 8.94
}


{
  "formula": "C5H11N3",
  "method": "the ωB97M-V functional and the def2-TZVPD basis",
  "elements": ["C", "N", "C", "C", "N", "C", "N", "C", "H", "H", "H", "H", "H", "H", "H", "H", "H", "H", "H"],
  "xyz": [[1.4821, -1.0783, 0.4646], [0.9460, 0.0596, 0.1027], [1.6590, 1.3130, -0.2061], [0.4125, 2.2714, -0.2188], [-0.7030, 1.4075, -0.6002], [-0.4759, 0.1528, -0.2379], [-1.4820, -0.7460, -0.0607], [-1.6264, -2.2667, 0.2873], [2.4734, -1.0815, 0.8793], [1.0097, -2.0698, 0.3980], [1.9417, 1.1325, -1.2667], [2.3471, 1.5921, 0.5222], [0.1862, 2.6738, 0.7985], [0.6353, 3.1681, -0.9439], [-1.5405, 1.8344, -0.8931], [-2.4122, -0.4811, -0.1356], [-1.4040, -2.8604, -0.6093], [-2.5701, -2.3687, 0.7309], [-0.8789, -2.6528, 0.9886]],
  "multiplicity": 1,
  "homo_energy_ha": -0.7072,
  "e_above_lowest_kcal_mol": 85.13,
  "gap_ev": 8.80,
  "total_charge": 2
}


{
  "formula": "C6H10BNO",
  "method": "the ωB97M-V functional and the def2-TZVPD basis",
  "elements": ["C", "B", "O", "N", "C", "C", "C", "C", "C", "H", "H", "H", "H", "H", "H", "H", "H", "H", "H"],
  "xyz": [[1.0758, 1.8092, 1.6254], [-0.1665, 0.9241, 1.0433], [-1.4855, 1.0891, 1.4303], [0.1654, -0.1216, 0.0457], [1.4777, -0.7213, 0.0168], [1.4976, -1.6745, -0.8890], [0.2422, -1.7197, -1.5332], [-0.5487, -0.7086, -0.9409], [-1.9432, -0.4316, -1.3129], [1.5588, 1.0901, 2.4481], [0.6747, 2.6935, 2.0617], [1.7501, 2.1663, 0.8967], [-1.6729, 1.8156, 1.9835], [2.0929, -0.5467, 0.9675], [2.3248, -2.3860, -1.0676], [-0.1269, -2.2290, -2.3794], [-2.2556, -1.0205, -2.2262], [-2.5318, -0.5511, -0.3853], [-2.1289, 0.5227, -1.7845]],
  "multiplicity": 1,
  "homo_energy_ha": -0.2891,
  "e_above_lowest_kcal_mol": 0.00,
  "gap_ev": 8.30
}


no.,electronic energy (eV)
1,-145535.053
2,-22215.352
3,-28374.814
4,-8965.488
5,-8258.953
6,-17041.947
7,-60589.076
8,-9709.410
9,-109692.662
10,-52879.318
11,-9814.251
12,-10599.565